A 2-piece molecular cluster, C2H5O2S overall, computed with ωB97M-V with the def2-TZVPD basis set.

```
10
C2H5O2S, DFT ωB97M-V with the def2-TZVPD basis set
S 1.85 -0.26 -0.21
O -1.67 0.42 -0.88
O -0.88 0.86 1.20
C -1.74 0.83 0.26
C 0.42 -1.42 -0.19
H 0.22 -1.32 0.86
H 1.00 0.75 0.22
H 0.62 -2.36 -0.40
H -2.75 1.24 0.58
H -0.42 -0.92 -0.89
```

orbital gap	7.9	eV
charge	-1
energy above the lowest of the compared OMol25 structures with the same formula, charge and spin	26.00	kcal/mol


A 2-piece molecular cluster, C2H5O2S overall, computed with ωB97M-V with the def2-TZVPD basis set.

```
10
C2H5O2S, DFT ωB97M-V with the def2-TZVPD basis set
S -1.50 0.22 0.48
O 1.32 -0.73 0.33
O 3.26 -1.77 0.85
C -1.65 1.30 -0.98
C 2.07 -1.46 1.00
H -1.65 0.62 -1.83
H -0.76 1.92 -1.09
H -0.18 -0.21 0.41
H -2.46 2.01 -1.07
H 1.55 -1.92 1.91
```

orbital gap	8.2	eV
charge	-1
energy above the lowest of the compared OMol25 structures with the same formula, charge and spin	13.67	kcal/mol